The following is a quantum chemistry calculation of one molecule with the formula C4H2Cl2F2, from the Open Molecules 2025 dataset.

Positions of all 10 atoms, in Å:
C  0.89  0.59  -0.16
C  1.31  -0.63  0.19
C  -0.62  0.71  -0.14
C  -0.93  -0.75  0.13
F  -1.18  1.55  0.84
F  -1.53  -1.44  -0.82
Cl  1.99  1.95  -0.37
Cl  2.55  -1.69  0.29
H  -1.20  0.97  -0.97
H  -1.29  -1.26  1.00

The value obtained for the total energy is -34655.933 eV. The frontier orbital gap (spin up / spin down) is 9.073 / 9.074 eV. As for the spin multiplicity: 1. The value obtained for the LUMO energy (spin up / spin down) is -0.05 / -0.05 eV.